Entry 1:
2 unconnected molecules or ions with the total composition C10H16 in a non-equilibrium geometry, computed with wB97M-V/def2-TZVPD.

The calculated total energy comes out at -10627.3957 eV. Its HOMO-LUMO gap is 0.369 hartree. Its multiplicity is 1. Its HOMO energy is -9.034 eV. The SMILES is CCc1ccccc1.CC.

```
26
Properties=species:S:1:pos:R:3:forces:R:3
C 2.343008 1.021665 -2.287396 -1.0151 -0.1620 1.0853
C 1.988973 -0.441380 -2.543141 0.1622 -2.0808 2.7558
H 3.404178 1.135142 -2.165653 0.3836 0.5409 0.0889
H 1.970612 1.477226 -3.187394 0.3627 1.0552 -0.1392
H 1.757871 1.469319 -1.403847 1.0338 -0.6797 -1.2496
H 2.795391 -1.248767 -2.440323 -0.2715 1.5781 -1.3139
H 1.427437 -0.419185 -3.486244 -0.0539 -1.2113 0.6269
H 1.495380 -0.880403 -1.591619 -0.5680 0.9698 -1.9021
C 0.547813 0.161399 1.957473 -1.9387 -5.2246 0.4927
C 0.049698 -0.239104 3.428451 1.6567 4.9605 -1.8107
C -0.567161 -0.001444 0.917769 -1.3347 1.4876 2.7712
C -1.711214 0.886164 1.038727 1.6358 1.0188 0.3381
C -0.638379 -1.059444 0.100691 -0.5707 -2.2728 -3.1244
C -2.765596 0.731562 0.170291 0.0816 -0.1197 -1.4048
C -1.704077 -1.284556 -0.861293 0.6806 2.5508 1.5687
C -2.713603 -0.324163 -0.771888 -0.3123 -1.1300 -1.3479
H 0.988520 1.044374 1.814532 1.5473 3.8305 0.2294
H 1.338562 -0.579342 1.812205 -0.0487 -0.0042 -0.7881
H -0.115956 0.767895 3.880010 -0.6818 -0.9624 0.2231
H -1.576425 1.796691 1.734975 -0.5456 -1.5828 -1.1679
H 0.190241 -1.744929 -0.004466 0.3036 -0.0194 0.3863
H -3.532205 1.477802 -0.101353 0.3508 -0.2898 1.0723
H -1.594334 -1.909002 -1.760114 -0.1713 -0.0672 0.9033
H -3.461807 -0.382866 -1.585550 0.1747 0.3186 0.7331
H 0.862798 -0.618107 3.960775 1.1152 -1.0804 0.8495
H -0.779729 -0.836544 3.374373 -1.9762 -1.4235 0.1240
```
Positions in Å, forces in eV/Å.

***

Entry 2:
2 unconnected molecules or ions with the total composition C10H16 in a non-equilibrium geometry, computed with wB97M-V/def2-TZVPD.

The calculated total energy comes out at -10626.5263 eV. Its HOMO-LUMO gap is 0.358 hartree. Its multiplicity is 1. Its HOMO energy is -8.754 eV. The SMILES is CCc1ccccc1.CC.

```
26
Properties=species:S:1:pos:R:3:forces:R:3
C -1.490170 1.539913 0.936135 -0.8999 -4.6201 -0.8358
C -2.777319 1.011374 1.666569 0.1333 0.6789 -1.1296
C -1.160796 0.601447 -0.237244 1.5680 0.0800 0.9668
C -0.621125 0.971658 -1.451477 -2.0886 3.1246 -0.3237
C -1.072375 -0.762609 0.037393 -0.2422 0.5829 -0.4707
C 0.020471 0.167363 -2.344724 1.9625 -0.3794 -0.1182
C -0.386233 -1.618109 -0.756569 0.5690 0.3289 -1.9595
C 0.335469 -1.085001 -1.891209 -3.1979 0.0519 2.2713
H -1.578176 2.506165 0.632388 -0.7983 2.7594 -1.0993
H -0.687211 1.586504 1.609483 1.4120 -0.4635 0.9218
H -3.326907 1.875970 1.323393 -1.5931 0.0815 1.6499
H -0.826923 1.987775 -1.831122 0.3046 -0.1862 0.6115
H -1.565299 -1.194148 0.853190 -0.7406 -0.3047 1.2831
H 0.514407 0.608190 -3.239587 -0.5973 -0.4902 0.7058
H -0.613629 -2.665008 -0.578747 1.1006 -0.1492 -0.0808
H 1.046610 -1.626796 -2.335923 2.2768 -2.3773 -2.0101
H -2.665128 0.694033 2.689469 0.1119 1.2569 0.7903
H -3.358126 0.144488 1.338589 0.7100 -0.0041 -1.1825
C 3.776128 -0.436855 1.072516 4.2592 -4.6175 3.2837
C 2.392206 -0.534689 1.568177 -0.5443 3.5187 0.2572
H 4.173715 -1.473393 0.613026 -0.9668 1.7110 1.2700
H 4.191357 0.175223 0.349916 -0.2637 2.1664 -1.2840
H 4.430578 -0.320371 2.079492 -0.8647 -0.0487 -2.4984
H 2.042736 0.593498 1.599317 0.1932 -2.1720 0.8814
H 1.815200 -0.898402 0.792268 -1.6701 -1.2229 -1.2102
H 2.309260 -1.120671 2.507452 -0.1339 0.6946 -0.6901
```
Positions in Å, forces in eV/Å.

***

Entry 3:
2 unconnected molecules or ions with the total composition C10H16 in a non-equilibrium geometry, computed with wB97M-V/def2-TZVPD.

The calculated total energy comes out at -10627.6188 eV. Its HOMO-LUMO gap is 0.362 hartree. Its multiplicity is 1. Its HOMO energy is -8.924 eV. The SMILES is CCc1ccccc1.CC.

```
26
Properties=species:S:1:pos:R:3:forces:R:3
C -1.164198 1.621969 0.855128 -1.3027 -1.0980 2.1211
C -1.102540 0.443702 2.015893 -0.8028 -1.1393 -3.7914
C -1.718472 0.917681 -0.360270 0.5030 0.5067 1.6844
C -3.016652 1.062798 -0.698530 -1.6772 0.7508 -0.9053
C -0.998727 -0.088926 -0.935372 2.4401 0.3752 -0.5244
C -3.536460 0.205377 -1.651054 -3.5321 -0.9794 -1.7224
C -1.529618 -0.960747 -1.895637 2.3412 -1.3482 -0.9870
C -2.856074 -0.912739 -2.268602 -0.5699 2.7317 1.1505
H -1.821353 2.435095 1.348314 0.6111 -1.2969 -1.3516
H -0.222668 2.114156 0.701217 0.7280 -0.1635 -0.0921
H -0.158890 0.012647 2.188031 1.5735 0.1103 0.3187
H -3.565818 1.941463 -0.295834 0.0544 -0.9794 -0.3771
H 0.100406 0.072233 -0.668314 -1.2842 -1.3555 -0.6938
H -4.663196 0.403022 -1.961749 2.4306 -0.5313 0.5917
H -0.805414 -1.665525 -2.451315 -1.2393 1.0266 1.1182
H -3.301940 -1.497663 -3.082353 0.2075 0.2152 0.6395
H -1.711673 -0.529170 1.830410 0.4882 2.0143 -0.3393
H -1.512269 0.887176 2.822208 -0.9495 1.1569 3.1616
C 4.257036 -0.343728 1.145509 -0.7052 1.2048 0.0573
C 4.188400 -1.304111 -0.021170 -1.9215 2.3673 -1.7426
H 3.383936 0.331913 1.361754 0.4367 -0.6435 -0.9617
H 4.242596 -0.960045 2.009763 0.7710 -0.2273 1.2296
H 5.109668 0.347473 1.043543 -0.0469 -0.5959 0.5044
H 4.863191 -2.093372 0.082693 1.1687 -1.1724 0.0553
H 3.174494 -1.704955 -0.138244 0.1949 -0.1673 0.1430
H 4.366236 -0.735724 -0.976016 0.0825 -0.7617 0.7133
```
Positions in Å, forces in eV/Å.

***

Entry 4:
2 unconnected molecules or ions with the total composition C10H16 in a non-equilibrium geometry, computed with wB97M-V/def2-TZVPD.

The calculated total energy comes out at -10627.0608 eV. Its HOMO-LUMO gap is 0.350 hartree. Its multiplicity is 1. Its HOMO energy is -8.537 eV. The SMILES is Cc1ccccc1.CCC.

```
26
Properties=species:S:1:pos:R:3:forces:R:3
C 1.508404 2.196835 -1.294036 -0.1563 -0.2687 5.0457
C 2.158351 0.854203 -0.991033 -0.0224 -0.6096 -1.3093
C -0.001024 1.952991 -1.095866 0.5723 -0.9377 -0.4698
H 1.823520 2.852250 -0.419835 -0.0678 0.0898 -1.6414
H 1.738912 2.478741 -2.226386 0.9248 1.8679 -3.2503
H 1.913999 0.695786 0.036480 -0.2454 -0.9739 0.3397
H -0.013153 1.325108 -0.169123 -0.8572 0.4561 -0.8126
H 3.206086 0.534441 -1.123494 0.0534 1.3228 -0.0742
H 1.658790 0.217626 -1.736502 -0.2042 -0.7153 0.8910
H -0.650590 2.826079 -1.028906 0.2986 0.1082 0.2018
H -0.329338 1.382251 -1.995099 -0.1428 0.0023 0.8540
C -2.858247 -0.366405 1.230090 -0.2712 2.0644 0.8489
C -0.171950 -2.115535 -0.518571 2.4221 -0.4742 0.1703
C -1.405095 -1.881742 -0.055470 -2.0466 0.3970 1.4324
C 0.914964 -1.701016 0.268462 2.9557 -1.9448 -0.1196
C -1.553550 -1.016524 1.131332 0.5931 -0.4851 -2.3901
C 0.760418 -1.065287 1.489571 1.6722 -0.5056 -0.2291
C -0.473638 -0.529423 1.876310 0.4513 -1.5029 -1.1031
H 0.104920 -2.733328 -1.363264 -0.5492 0.0631 -0.2405
H -2.287716 -2.398116 -0.576676 1.1031 1.3285 1.0119
H 2.036382 -2.142168 -0.042648 -3.1809 1.4476 0.8962
H 1.688244 -1.060885 2.107402 -0.9285 0.6801 -0.3362
H -3.664198 -0.938190 0.726935 0.4216 0.7380 0.2437
H -2.623049 0.720236 0.766608 -1.3803 -2.3009 1.0520
H -0.455002 0.220684 2.668213 -0.7640 -0.3932 -0.0607
H -3.026439 -0.308613 2.335506 -0.6513 0.5462 -0.9506
```
Positions in Å, forces in eV/Å.